Entry 1:
78
Properties=species:S:1:pos:R:3 method="wB97M-V/def2-TZVPD" orbital_gap_ev="5.179 / 5.637" e_lumo_ev="-0.054 / -0.051" s_squared=0.804 spin_multiplicity=2 total_energy_ha=-3601.623015
V 0.236 -0.188 -0.569
C 1.647 -0.220 -3.782
N 1.820 0.335 -2.443
C 3.244 0.363 -2.129
C 1.237 1.676 -2.380
C -0.281 1.640 -2.614
N -0.935 0.443 -2.024
C -2.246 0.216 -2.402
C -2.893 -0.992 -2.077
F -2.236 -1.944 -1.380
C -4.193 -1.280 -2.429
F -4.690 -2.479 -2.070
C -4.981 -0.394 -3.129
C -4.387 0.807 -3.440
F -5.095 1.744 -4.095
C -3.086 1.117 -3.084
F -2.685 2.368 -3.387
H 2.136 0.426 -4.525
H 0.591 -0.297 -4.028
H 2.094 -1.212 -3.834
H 3.820 0.847 -2.930
H 3.612 -0.658 -2.004
H 3.419 0.908 -1.206
H 1.684 2.346 -3.130
H 1.457 2.082 -1.396
H -0.465 1.674 -3.690
H -0.690 2.557 -2.193
H -6.000 -0.617 -3.408
C -1.407 -3.466 3.459
N -1.429 -2.359 2.534
C -2.445 -1.452 2.356
C -2.072 -0.605 1.367
N -0.817 -0.976 0.892
C -0.437 -2.049 1.629
P 1.085 -2.929 1.415
C 2.189 -1.458 1.429
N 1.883 -0.340 0.784
C 2.744 0.635 1.238
C 3.587 0.087 2.151
N 3.229 -1.239 2.267
C 3.853 -2.226 3.135
C 0.983 -3.093 -0.408
N 0.547 -2.125 -1.216
C 0.280 -2.719 -2.430
C 0.558 -4.044 -2.354
N 1.005 -4.277 -1.076
C 1.382 -5.569 -0.525
H -2.331 -3.463 4.030
H -0.565 -3.382 4.149
H -1.326 -4.416 2.927
H -3.339 -1.483 2.956
H -2.598 0.239 0.949
H 2.666 1.658 0.913
H 4.390 0.516 2.727
H 4.751 -1.792 3.565
H 4.127 -3.111 2.567
H 3.178 -2.516 3.940
H -0.144 -2.167 -3.249
H 0.472 -4.831 -3.084
H 1.469 -6.281 -1.341
H 0.630 -5.925 0.179
H 2.339 -5.502 -0.013
O -2.006 2.386 0.152
C -0.881 2.416 0.634
O 0.118 1.658 0.330
C -0.580 3.447 1.696
C 0.397 3.229 2.660
C 0.633 4.169 3.655
C -0.090 5.351 3.680
C -1.052 5.548 2.707
C -1.324 4.617 1.725
N -1.831 6.812 2.726
O -1.597 7.603 3.618
O -2.673 6.967 1.868
H 0.963 2.306 2.623
H 1.385 3.986 4.412
H 0.072 6.110 4.432
H -2.105 4.789 0.998



Entry 2:
83
Properties=species:S:1:pos:R:3 method="wB97M-V/def2-TZVPD" orbital_gap_ev=6.072 e_lumo_ev=-1.829 total_energy_ha=-4340.144808
W -0.352 -0.603 0.143
C -4.594 -0.979 -1.036
C -3.119 -1.187 -1.185
O -2.364 -0.383 -0.524
C -2.610 -2.094 -2.089
C -1.297 -1.968 -2.542
C -0.907 -2.666 -3.809
N -0.394 -1.203 -1.932
N 0.729 -0.954 -2.709
C 1.641 -0.429 -1.978
O 1.408 -0.197 -0.706
C 3.003 -0.162 -2.473
C 3.976 0.284 -1.584
C 5.265 0.520 -2.038
C 5.582 0.316 -3.373
C 4.609 -0.132 -4.260
C 3.322 -0.373 -3.814
H -4.820 -0.483 -0.095
H -5.120 -1.931 -1.092
H -4.951 -0.349 -1.854
H -3.281 -2.757 -2.612
H -1.721 -3.297 -4.153
H -0.015 -3.267 -3.632
H -0.648 -1.941 -4.580
H 3.722 0.424 -0.542
H 6.024 0.857 -1.344
H 6.589 0.500 -3.724
H 4.858 -0.294 -5.301
H 2.555 -0.722 -4.491
C 1.320 -4.403 2.982
C 0.993 -4.121 1.524
O 1.294 -5.297 0.787
P -0.801 -3.624 1.353
O -1.341 -3.360 2.704
O -1.522 -4.866 0.644
O -0.956 -2.568 0.206
P 1.948 -2.688 0.920
O 1.745 -2.941 -0.677
O 3.372 -2.547 1.230
O 0.977 -1.535 1.356
H 0.757 -5.272 3.324
H 1.062 -3.554 3.611
H 2.386 -4.613 3.067
H 1.180 -5.105 -0.152
H -2.427 -2.267 3.540
H -1.687 -5.580 1.271
H 2.620 -2.903 -1.090
O 1.238 1.769 3.538
S 0.046 1.172 2.914
O -1.498 -0.577 1.714
N 0.331 1.004 1.198
C 0.851 2.122 0.547
C 1.807 3.000 0.996
C 2.108 4.155 0.237
C 1.485 4.432 -0.946
C 0.522 3.526 -1.452
C -0.175 3.683 -2.666
C -1.069 2.724 -3.060
C -1.255 1.588 -2.259
N -0.619 1.414 -1.123
C 0.240 2.374 -0.703
C -1.107 2.563 2.743
C -2.204 2.515 1.892
C -3.062 3.602 1.833
C -2.829 4.722 2.620
C -1.736 4.755 3.473
C -0.871 3.671 3.539
H 2.308 2.820 1.933
H 2.858 4.835 0.619
H 1.728 5.321 -1.513
H 0.008 4.557 -3.278
H -1.620 2.811 -3.985
H -1.928 0.800 -2.570
H -2.391 1.645 1.278
H -3.917 3.571 1.169
H -3.503 5.568 2.570
H -1.555 5.625 4.091
H -0.010 3.676 4.194
O -1.573 0.949 5.394
S -2.548 -0.005 5.831
O -2.088 -1.187 6.493
O -2.956 -1.426 3.519
S -3.029 -1.056 1.951



Entry 3:
73
Properties=species:S:1:pos:R:3 method="wB97M-V/def2-TZVPD" orbital_gap_ev="7.622 / 8.003" e_lumo_ev="-3.500 / -3.739" s_squared=0.757 spin_multiplicity=2 charge=+1 total_energy_ha=-4564.390010
Ru 0.122 -0.099 -0.650
O 0.588 -4.154 -1.037
C 0.295 -3.024 -0.697
N 0.783 -1.868 -1.193
C 1.868 -2.011 -2.151
C 2.285 -0.660 -2.644
C 3.498 -0.440 -3.277
C 3.751 0.802 -3.826
C 2.766 1.779 -3.755
C 1.600 1.500 -3.076
N 1.364 0.313 -2.494
C -0.598 -2.720 0.465
C -1.155 -3.709 1.250
C -1.857 -3.340 2.383
C -1.957 -1.989 2.691
C -1.392 -1.060 1.843
N -0.735 -1.409 0.726
H 1.531 -2.613 -3.001
H 2.707 -2.559 -1.713
H 4.219 -1.244 -3.343
H 4.695 1.005 -4.315
H 2.903 2.755 -4.199
H 0.820 2.241 -2.983
H -1.000 -4.737 0.954
H -2.301 -4.086 3.028
H -2.467 -1.650 3.582
H -1.442 0.000 2.066
O 2.001 5.190 1.377
C 2.196 4.309 2.353
O 2.522 4.638 3.458
C 1.977 2.868 2.015
C 2.312 1.794 2.823
Cl 3.165 1.779 4.280
N 1.911 0.652 2.211
N 1.327 0.941 1.033
C 1.357 2.259 0.911
C 0.720 2.793 -0.315
O 0.882 3.936 -0.705
O -0.039 1.933 -0.933
C 2.029 -0.717 2.622
C 2.415 -1.652 1.673
C 2.477 -2.991 2.023
C 2.175 -3.385 3.320
C 1.812 -2.435 4.264
C 1.730 -1.093 3.922
H 1.681 4.775 0.544
H 2.691 -1.331 0.679
H 2.774 -3.723 1.284
H 2.231 -4.429 3.596
H 1.584 -2.735 5.279
H 1.419 -0.363 4.655
C -3.933 -1.620 -1.052
C -3.787 -0.352 -0.224
As -2.215 0.721 -0.656
C -2.635 1.246 -2.493
C -2.001 0.366 -3.564
C -2.494 2.290 0.474
C -3.035 3.504 -0.273
H -4.874 -2.119 -0.819
H -3.124 -2.326 -0.852
H -3.934 -1.409 -2.121
H -3.785 -0.578 0.842
H -4.606 0.350 -0.401
H -2.311 2.279 -2.604
H -3.723 1.221 -2.570
H -0.927 0.263 -3.425
H -2.165 0.811 -4.547
H -2.427 -0.637 -3.579
H -1.554 2.526 0.969
H -3.193 1.963 1.247
H -2.314 3.876 -0.999
H -3.234 4.307 0.437
H -3.968 3.284 -0.793



Entry 4:
67
Properties=species:S:1:pos:R:3 method="wB97M-V/def2-TZVPD" orbital_gap_ev=8.844 e_lumo_ev=0.492 total_energy_ha=-1698.458204
C -3.326 -2.195 -0.011
C -2.946 -0.694 -0.009
C -3.801 0.115 -0.962
C -2.707 -0.024 1.458
C -3.124 1.402 1.846
C -3.265 -0.905 2.519
O -1.252 0.075 1.551
B -1.029 0.324 0.214
C 1.483 -2.083 0.103
C 1.847 -1.454 1.286
C 3.155 -1.034 1.330
C 3.909 -1.150 0.161
C 5.389 -1.020 0.197
F 6.007 -2.092 -0.396
F 5.788 0.095 -0.508
F 5.861 -0.886 1.470
C 3.349 -1.316 -1.094
C 2.040 -1.778 -1.147
C 0.658 -3.228 0.332
C -0.148 -3.729 -0.832
C 0.995 -4.554 -0.306
O -1.660 -0.591 -0.652
H -4.349 -2.399 0.363
H -3.274 -2.572 -1.042
H -2.619 -2.812 0.571
H -4.833 0.207 -0.617
H -3.343 1.103 -1.095
H -3.762 -0.361 -1.948
H -4.201 1.626 1.801
H -2.799 1.537 2.888
H -2.594 2.157 1.268
H -4.346 -0.708 2.507
H -3.015 -1.944 2.271
H -2.877 -0.637 3.501
H 1.127 -1.547 2.117
H 3.604 -0.727 2.259
H 3.930 -1.142 -1.990
H 1.442 -1.886 -2.053
H 0.220 -3.250 1.338
H -1.184 -4.060 -0.703
H 0.068 -3.195 -1.769
H 1.919 -4.539 -0.892
H 0.824 -5.465 0.273
F -2.595 4.376 -3.752
C -1.942 3.465 -2.959
C -1.421 2.309 -3.561
C -0.757 1.402 -2.730
C -0.499 1.724 -1.388
C 0.269 0.755 -0.486
C 1.294 1.579 0.273
C 2.453 1.978 -0.410
C 3.499 2.601 0.266
C 3.343 2.899 1.628
C 2.119 2.691 2.276
C 1.094 1.975 1.610
C -1.048 2.903 -0.831
C -1.800 3.787 -1.607
H -1.570 2.098 -4.625
H -0.449 0.409 -3.092
H 0.729 -0.036 -1.082
H 2.507 1.763 -1.481
H 4.434 2.803 -0.263
H 4.133 3.387 2.179
H 2.035 3.014 3.320
H 0.146 1.668 2.076
H -0.862 3.104 0.227
H -2.270 4.681 -1.185



Entry 5:
69
Properties=species:S:1:pos:R:3 method="wB97M-V/def2-TZVPD" orbital_gap_ev="7.474 / 7.105" e_lumo_ev="2.569 / 2.622" s_squared=2.236 spin_multiplicity=3 charge=-1 total_energy_ha=-6526.467806
Mn 1.472 -0.376 0.383
C 2.446 2.746 5.433
C 2.986 1.389 5.037
O 1.961 0.506 4.554
P 1.318 0.692 3.093
S 0.523 -1.030 2.526
S 2.569 1.372 1.729
O 0.186 1.808 3.311
C -0.893 1.555 4.226
C -2.094 2.353 3.785
H 3.263 3.367 5.806
H 1.701 2.655 6.224
H 1.994 3.253 4.582
H 3.414 0.870 5.895
H 3.756 1.479 4.267
H -0.560 1.843 5.228
H -1.115 0.484 4.229
H -1.825 3.398 3.627
H -2.874 2.303 4.548
H -2.492 1.966 2.850
F 4.345 -4.636 -4.391
C 3.687 -4.093 -3.329
C 2.340 -4.337 -3.179
C 1.688 -3.779 -2.087
C 2.346 -2.973 -1.159
C 1.642 -2.386 0.005
C 3.717 -2.771 -1.353
C 4.393 -3.323 -2.427
H 1.820 -4.955 -3.899
H 0.638 -4.001 -1.941
H 2.253 -2.512 0.915
H 0.685 -2.881 0.195
H 4.260 -2.144 -0.657
H 5.451 -3.151 -2.578
Br 2.702 0.466 -1.534
C -1.663 4.463 0.173
C -0.370 4.134 -0.207
C -0.042 2.821 -0.508
C -0.992 1.795 -0.444
C -2.285 2.152 -0.050
C -2.622 3.465 0.252
Si -0.546 -0.002 -0.880
C -2.137 -1.001 -0.572
C -3.139 -0.979 -1.549
C -4.353 -1.627 -1.366
C -4.595 -2.331 -0.195
C -3.615 -2.376 0.784
C -2.406 -1.718 0.593
C -0.375 -0.091 -2.758
C -0.287 1.039 -3.570
C -0.167 0.929 -4.949
C -0.135 -0.320 -5.549
C -0.233 -1.459 -4.761
C -0.359 -1.335 -3.387
H -1.921 5.490 0.407
H 0.393 4.901 -0.265
H 0.978 2.584 -0.790
H -3.056 1.393 0.019
H -3.634 3.705 0.555
H -2.971 -0.445 -2.477
H -5.107 -1.583 -2.143
H -5.539 -2.843 -0.050
H -3.787 -2.927 1.700
H -1.662 -1.759 1.377
H -0.295 2.025 -3.121
H -0.091 1.824 -5.556
H -0.031 -0.408 -6.624
H -0.205 -2.442 -5.217
H -0.452 -2.231 -2.785



Entry 6:
116
Properties=species:S:1:pos:R:3 method="wB97M-V/def2-TZVPD" orbital_gap_ev=8.079 e_lumo_ev=-3.397 charge=+1 total_energy_ha=-24054.820108
C 8.161 0.072 1.999
C 7.057 1.284 2.331
O 5.786 0.831 1.745
N 5.199 1.775 0.991
C 3.747 2.082 1.278
C 2.685 1.508 2.387
C 1.829 0.296 1.620
C 2.728 -0.382 0.410
O 2.005 -1.644 0.039
C 3.185 3.217 0.237
C 1.684 3.898 0.082
C 0.900 2.962 -1.061
C -0.734 3.070 -0.976
C -1.400 2.101 0.172
N -2.876 2.335 0.414
C -3.247 1.601 1.716
C -3.749 1.735 -0.670
C -5.383 2.078 -0.727
O -3.313 0.893 -1.639
N 4.461 3.442 -0.566
S 4.364 4.643 -1.830
C 5.680 2.603 -0.180
C 7.196 2.551 -0.826
C 7.249 2.760 -2.453
N 8.206 3.657 -2.935
H 7.641 -0.918 2.416
H 9.176 0.210 2.564
H 8.304 -0.105 0.850
H 7.419 2.340 1.983
H 7.007 1.332 3.523
H 1.970 2.411 2.702
H 3.300 1.115 3.308
H 0.877 0.809 1.168
H 1.577 -0.541 2.421
H 3.820 -0.663 0.752
H 2.734 0.265 -0.588
H 1.950 -2.139 0.916
H 1.042 3.771 1.071
H 1.707 5.000 -0.313
H 1.191 1.811 -0.953
H 1.212 3.261 -2.157
H -1.059 4.203 -0.831
H -1.170 2.700 -2.015
H -1.215 0.945 -0.008
H -0.845 2.373 1.193
H -2.649 0.608 1.872
H -4.392 1.322 1.771
H -3.036 2.290 2.655
H -5.568 2.880 -1.568
H -5.782 2.514 0.307
H -5.961 1.059 -0.951
H 3.933 3.962 -2.989
H 7.655 1.475 -0.606
H 7.924 3.319 -0.273
H 6.567 2.216 -3.239
H 8.152 3.701 -3.994
C -0.461 4.546 -5.167
Cl 1.055 5.003 -4.350
Cl -1.476 5.994 -5.386
Cl -0.088 3.836 -6.758
Cl -1.334 3.352 -4.174
C 1.939 -1.011 6.012
Cl 3.455 -0.554 6.829
Cl 0.924 0.436 5.793
Cl 2.312 -1.721 4.421
Cl 1.066 -2.205 7.005
C -1.361 -3.338 1.689
Cl 0.155 -2.882 2.506
Cl -2.376 -1.891 1.470
Cl -0.988 -4.048 0.098
Cl -2.234 -4.532 2.682
C -1.361 -6.465 6.527
Cl -0.333 -7.921 6.518
Cl -2.239 -6.367 8.074
Cl -0.341 -5.017 6.330
Cl -2.530 -6.555 5.185
C -1.361 -4.681 11.639
Cl -0.886 -3.631 10.280
Cl -0.037 -5.816 12.003
Cl -1.696 -3.679 13.074
Cl -2.824 -5.597 11.199
C -3.161 4.153 -9.409
Cl -3.899 5.750 -9.685
Cl -2.966 3.882 -7.659
Cl -4.212 2.887 -10.093
Cl -1.566 4.091 -10.201
C -7.961 -1.377 -1.976
Cl -7.318 -1.010 -3.597
Cl -9.137 -0.124 -1.506
Cl -8.764 -2.967 -2.001
Cl -6.623 -1.406 -0.799
C -10.237 -6.874 -3.306
Cl -8.586 -7.520 -3.134
Cl -10.304 -5.779 -4.710
Cl -11.379 -8.220 -3.548
Cl -10.681 -5.977 -1.832
C -7.080 3.056 -6.989
Cl -8.793 3.467 -7.254
Cl -6.736 3.040 -5.241
Cl -6.742 1.446 -7.675
Cl -6.047 4.269 -7.786
C 0.121 -9.954 11.296
Cl 0.097 -9.303 9.638
Cl 1.740 -9.725 12.002
Cl -1.086 -9.097 12.288
Cl -0.270 -11.692 11.257
C -4.679 -2.364 -6.794
Cl -5.418 -0.766 -7.070
Cl -4.485 -2.634 -5.044
Cl -5.731 -3.630 -7.478
Cl -3.085 -2.425 -7.586
C 10.620 3.731 -6.029
Cl 8.907 4.142 -6.295
Cl 10.964 3.715 -4.281
Cl 10.958 2.121 -6.715
Cl 11.653 4.944 -6.827